# 1
DFT (ωB97M-V/def2-TZVPD) results for a molecular structure, C14H33ClGaIN3OP3.

Computed properties:
- Charge: +2
- E_tot: -4498.9081 a.u.
- Strongest force on any atom: 4.80 eV/Å
- HOMO level (spin up / spin down): -14.213 / -14.143 eV
- Energy relative to the best compared isomer or geometry (same formula, charge and spin): 2.179 eV
- Lowest unoccupied orbital energy (spin up / spin down): -8.83 / -9.59 eV

Geometry as XYZ:
```
57
Properties=species:S:1:pos:R:3:forces:R:3
C -5.40594 -0.03205 0.58851 -0.9145 -0.0012 0.1518
C -3.93629 0.01611 0.91569 -0.2635 0.3888 4.7765
H -6.00776 0.03588 1.51501 0.4074 -0.0264 -0.4051
H -5.66578 -0.95017 0.04050 0.2936 0.0945 0.1634
H -5.68991 0.77591 -0.10233 0.2925 -0.0572 0.1761
O -3.47442 0.11665 2.05121 -1.1188 -0.3525 -4.0766
I -3.95084 -0.32450 -3.16892 -0.6178 0.0604 0.8438
Ga -2.87869 -0.11802 -0.88455 2.2281 -0.1043 -1.7029
P -1.91350 2.04995 -0.23426 0.2130 1.1254 -0.0871
C -1.02806 2.30470 1.32473 -0.0729 -0.4297 0.2875
C -0.78409 2.95117 -1.35798 -0.1008 -0.5316 -0.3006
H -0.81394 4.02327 -1.12686 -0.0674 -0.2786 0.0431
H -2.80447 4.20815 -0.03654 -0.5462 -0.1913 0.0113
H -1.09198 2.77960 -2.39143 0.1957 0.1012 0.0371
H -3.84991 3.15365 -1.06726 0.0269 0.2035 0.2656
H -0.03446 1.83432 1.28749 -0.3989 0.1263 0.0623
H 0.23255 2.56855 -1.20779 -0.2434 0.0605 -0.1915
C -3.28023 3.21882 -0.13015 -0.1530 0.2481 0.0604
H -0.91913 3.39077 1.44879 -0.0257 -0.2709 0.0591
H -3.93570 3.02694 0.73091 0.1529 0.0971 -0.2622
H -1.61583 1.88263 2.14370 0.2391 0.1434 0.0920
P -1.84926 -2.11757 0.11154 0.2432 -1.1296 0.1011
C -0.96066 -2.08530 1.68922 -0.0935 0.4736 0.2055
C -3.18027 -3.29442 0.41002 -0.1470 -0.2362 0.0999
H -0.99992 -3.16686 -1.89824 0.1978 -0.0876 0.0531
H -0.68902 -4.17669 -0.44668 -0.0725 0.2797 -0.0041
H 0.31423 -2.72466 -0.76789 -0.2402 -0.1041 -0.1784
C -0.69016 -3.15688 -0.85125 -0.1178 0.4760 -0.3829
H -3.74921 -3.40138 -0.52377 0.0330 -0.1567 0.2973
H -2.67535 -4.24023 0.66400 -0.5509 0.1768 -0.0196
H -0.81984 -3.13230 1.99039 -0.0289 0.2769 0.0130
H -1.56306 -1.55168 2.42857 0.2437 -0.1180 0.1146
H -3.84354 -2.98322 1.22934 0.1576 -0.1352 -0.2449
H 0.01855 -1.59811 1.57275 -0.3857 -0.1274 0.0881
Cl -0.81284 -0.18544 -2.09883 1.0526 0.0202 0.1239
C 4.47613 1.18522 -1.10211 0.2836 0.0936 -0.4024
N 4.23063 1.33087 0.34501 -1.3231 -1.4537 -0.1855
C 4.79241 0.15622 1.06736 -0.1455 0.2098 -0.1170
N 4.27694 -1.11701 0.55551 -1.2220 0.4681 -0.5969
C 4.51194 -1.21313 -0.90729 0.3224 -0.0769 0.1271
N 3.95173 -0.08175 -1.64292 -0.1073 0.3245 0.5872
C 2.48343 -0.09951 -1.65742 -0.1036 0.0634 0.4823
P 1.77150 0.03463 0.08631 1.0835 -0.2219 -0.7573
C 2.80469 1.50551 0.64279 0.5815 1.3498 0.4966
C 2.84554 -1.29290 0.87492 0.4422 -0.7498 0.5513
H 5.56359 1.19087 -1.26118 -0.3372 0.1610 -0.0056
H 3.99850 2.03545 -1.61342 0.3160 -0.3276 0.0641
H 4.54432 0.24612 2.13954 0.2464 -0.0217 -0.4649
H 5.88268 0.16499 0.91087 -0.3349 0.0330 0.1887
H 4.06313 -2.15119 -1.26675 0.2993 0.3110 0.0523
H 5.59957 -1.21370 -1.05950 -0.3027 -0.1724 -0.0442
H 2.09104 0.73792 -2.25574 0.1643 -0.2918 0.1392
H 2.11955 -1.03634 -2.10769 0.1226 0.3042 0.0957
H 2.66256 1.61733 1.73153 0.0161 -0.0664 -0.3835
H 2.45006 2.42990 0.15578 0.0491 -0.3728 0.1659
H 2.52069 -2.29890 0.54755 0.1374 0.4732 0.1522
H 2.70810 -1.22819 1.96922 -0.0058 -0.0506 -0.4159
```
Forces are in eV/Å.

# 2
DFT (ωB97M-V/def2-TZVPD) results for a molecular structure, C14H33ClIN2NdO2P2.

Computed properties:
- Charge: +2
- E_tot: -2814.8397 a.u.
- Multiplicity: 4
- Strongest force on any atom: 4.84 eV/Å
- HOMO level (spin up / spin down): -13.733 / -13.749 eV
- Energy relative to the best compared isomer or geometry (same formula, charge and spin): 0.000 eV
- Lowest unoccupied orbital energy (spin up / spin down): -6.28 / -6.23 eV

Geometry as XYZ:
```
56
Properties=species:S:1:pos:R:3:forces:R:3
C -0.08658 0.20048 -4.68190 0.3447 -0.5587 -1.1856
C 0.02921 0.12936 -3.25405 -1.4349 0.4542 4.5996
H -0.09383 1.16226 -5.21676 0.0952 -0.0560 0.8398
H -0.99833 -0.36730 -4.89680 0.0779 0.0651 -0.1949
H 0.74551 -0.41975 -5.03509 -0.1314 0.0211 -0.3546
O 0.02282 0.76010 -2.23305 0.5026 -0.8754 -2.9416
I 0.23421 -4.24327 0.16789 -0.3670 1.4184 0.2335
Nd -0.15792 -1.07217 0.06191 0.1777 -1.5890 -1.1097
P 2.62035 -0.95947 -0.94981 1.0145 -0.3332 -0.1597
C 3.71984 0.08537 0.07337 0.0501 0.2209 0.3008
C 3.40967 -2.61440 -0.91224 -0.1551 -0.0685 0.2681
H 4.47850 -2.53777 -1.16028 -0.3313 -0.0058 0.0335
H 4.19918 -0.42930 -2.70855 -0.0614 -0.0931 0.0328
H 2.88732 -3.27958 -1.61190 0.1855 0.2145 0.0741
H 2.70428 -1.09144 -3.39754 0.0712 -0.1253 0.1869
H 3.64995 -0.18309 1.13639 0.0189 -0.0589 -0.2472
H 3.27812 -3.06452 0.07847 0.1456 0.1087 -0.1770
C 3.11036 -0.43027 -2.62714 -0.3143 0.4017 -0.3179
H 4.77251 0.01145 -0.23104 -0.2822 -0.0659 0.0198
H 2.76396 0.58232 -2.85312 0.0854 0.0011 0.1278
H 3.41026 1.13388 -0.01514 0.0636 -0.1307 -0.0429
P -3.00748 -0.97331 -1.00867 -1.0533 -0.2364 0.1409
C -4.10588 0.11703 -0.02280 0.0072 0.2479 0.2257
C -3.46274 -0.49144 -2.71553 0.3882 0.3422 -0.3171
H -3.24911 -3.32151 -1.53866 -0.1958 0.1173 0.0965
H -4.86362 -2.58684 -1.20759 0.3589 0.0483 0.0473
H -3.74073 -3.00134 0.12555 -0.0580 0.0643 -0.2151
C -3.80719 -2.62222 -0.90256 0.1927 -0.0709 0.1867
H -3.05582 -1.19287 -3.45129 -0.1090 -0.0324 0.2226
H -4.54989 -0.44328 -2.83942 0.1679 -0.1092 0.1555
H -5.15444 0.10947 -0.35322 0.3356 -0.1700 -0.0179
H -3.73636 1.14693 -0.09836 -0.0531 -0.1553 -0.0004
H -3.06106 0.50011 -2.95588 -0.0898 -0.0605 0.0969
H -4.08228 -0.15489 1.04226 0.0150 -0.0247 -0.2765
Cl -0.27158 -1.84775 -2.65476 0.6461 0.7302 -1.1072
C 0.23755 3.39186 0.98509 0.0346 0.7888 -0.5301
N 0.40555 2.45591 2.08291 -0.6022 -0.5622 -0.0326
C 0.86120 2.94254 3.40569 0.2708 0.0456 -0.6411
C 0.72857 1.80266 4.39409 -0.2419 0.4141 0.5845
C 1.09644 0.46051 3.81683 0.2471 -0.2494 -0.7966
N 0.22917 0.16910 2.64077 -0.2453 -0.0647 0.0191
C -0.82622 -0.80432 2.92697 -0.7721 -0.1841 0.2987
C -0.08899 1.24622 1.84552 0.3528 0.7248 -0.9327
O -0.69941 1.02897 0.72406 0.2946 -0.0374 1.3364
H 0.55672 4.38216 1.32380 -0.0659 -0.2290 -0.1259
H -0.80715 3.43175 0.64253 0.3838 0.0678 0.2537
H 0.85326 3.08135 0.12734 -0.1474 0.1641 0.2831
H 1.91915 3.28125 3.31330 -0.7259 -0.2000 -0.0092
H 0.22807 3.82206 3.66302 0.4846 -0.6530 -0.0154
H -0.30344 1.74981 4.75048 0.0564 0.0651 0.1727
H 1.38364 2.03467 5.22755 -0.1180 -0.1284 0.3227
H 0.92605 -0.36470 4.52091 0.3840 0.3934 -0.1004
H 2.12520 0.45691 3.43011 -0.1258 -0.1199 0.4183
H -0.36782 -1.73267 3.29095 -0.1975 0.1982 -0.1712
H -1.52839 -0.41365 3.68333 0.2040 -0.2395 -0.1720
H -1.48036 -1.03335 2.05206 0.2216 0.1698 0.6145
```
Forces are in eV/Å.

# 3
DFT (ωB97M-V/def2-TZVPD) results for 4 unconnected molecules or ions with the total composition C14H33F6N3O9S2.

Computed properties:
- E_tot: -2789.9636 a.u.
- Strongest force on any atom: 5.61 eV/Å
- HOMO level: -9.360 eV
- Energy relative to the best compared isomer or geometry (same formula, charge and spin): 1.589 eV
- Lowest unoccupied orbital energy: 0.34 eV

Geometry as XYZ:
```
67
Properties=species:S:1:pos:R:3:forces:R:3
O -0.12515 1.51135 -0.57477 0.0158 -0.8386 -2.0764
H 0.79130 1.30996 -0.77765 0.7454 -0.4478 -1.0412
H -0.14493 2.34821 -0.10481 -0.1799 2.6289 1.3511
H -0.37515 0.85601 0.08070 -1.1670 -1.5591 1.2707
C -1.15173 6.30864 0.60347 2.3123 1.5964 -1.0230
F -1.57396 7.08804 1.59121 -0.2990 -0.8652 -0.6086
F -1.51885 6.83554 -0.59782 -0.8703 -0.8333 1.2102
F 0.20909 6.42909 0.53045 -0.7564 -0.5357 0.5836
S -1.61687 4.46410 0.74278 -3.3065 -1.2398 -1.2423
O -2.48246 4.25312 1.92175 2.1125 0.5931 -2.0128
O -2.29548 4.19793 -0.53785 1.9729 0.1979 1.6754
N -0.10105 3.60262 0.81628 -3.5234 2.9370 -2.1426
S 0.18808 3.72536 2.32402 2.3086 -0.8704 5.0406
O -0.05224 5.05104 2.95120 0.4971 -2.6464 -1.3652
O -0.28506 2.48478 2.96671 1.1490 1.9004 -0.2024
C 2.16998 3.67246 2.23567 -2.8639 0.4338 -0.4208
F 2.60698 4.12861 3.36810 0.7516 -0.1182 1.1517
F 2.62972 2.45413 1.97088 0.2037 -0.3179 0.0790
F 2.55323 4.49904 1.27893 0.3067 0.1131 -0.5589
C -3.79639 -0.20585 -2.64336 -2.2484 1.0411 -1.5982
O -3.12166 -1.35358 -2.97666 3.6452 -0.9268 1.4607
C -2.14398 -1.62285 -1.90362 -0.4500 -0.3747 -0.7318
C -1.29639 -2.88059 -2.12685 -1.2335 0.5108 -0.3590
N -0.51052 -3.06459 -0.93642 0.6200 0.0077 -0.4982
C 0.46602 -4.13453 -1.07421 -1.5172 -1.3023 2.5639
C 1.07032 -4.48559 0.38390 -0.7424 -0.6917 -2.1306
O -0.01724 -4.77473 1.30910 0.1532 1.6931 -1.7967
C 0.29872 -5.19181 2.61622 1.2171 -0.4836 -0.8650
H -3.31566 0.74656 -2.41992 1.0197 -0.5450 1.3957
H -4.63391 -0.54411 -2.03325 -0.0953 0.9649 0.5941
H -4.19420 0.19971 -3.57362 -0.7820 -0.5847 -0.4112
H -2.65754 -1.69025 -0.94454 -0.5459 -0.3643 0.1339
H -1.43790 -0.81779 -1.70010 -0.0579 0.5126 -0.7399
H -0.68765 -2.75964 -3.02290 0.4057 0.2186 0.1569
H -1.90780 -3.75479 -2.35058 -0.3848 -0.1916 0.0621
H -1.07707 -3.13572 -0.10332 -0.1170 -0.6016 -0.0252
H 1.20584 -3.95151 -1.85349 0.2056 0.2773 0.3734
H -0.14380 -4.98235 -1.38633 0.4441 -0.7174 -0.1973
H 1.81166 -3.70047 0.53261 -0.4310 0.4512 1.3080
H 1.67769 -5.37744 0.22963 -0.0315 -0.3522 0.2043
H 0.99118 -6.01800 2.45494 0.2162 -0.3210 0.7044
H -0.59525 -5.57290 3.10986 0.0175 0.3576 -0.1103
H 0.81544 -4.40395 3.16429 -0.1965 0.0389 0.3161
C -2.36741 -0.00472 1.89204 -0.7366 1.0724 2.2008
O -1.07991 0.01074 1.35394 0.8698 0.2941 -1.1027
C -0.10963 -0.92072 1.82123 -0.0112 -0.6938 -1.0906
C 1.22932 -0.88204 0.95043 -1.8247 1.1713 2.4978
N 0.96206 -0.96431 -0.44640 1.4278 0.3261 0.6543
C 2.18678 -1.18067 -1.21778 -0.7914 1.2701 -0.9088
C 2.84254 0.16445 -1.59065 -0.1368 0.5991 0.0166
O 2.06565 1.02767 -2.44534 -1.3291 -2.3529 0.1225
C 2.71717 2.19294 -2.79902 0.2511 0.8468 0.3489
H -3.01446 -0.87878 1.81837 0.5983 -0.5507 -0.5892
H -2.97473 0.86140 1.62914 0.4400 0.0659 -1.0562
H -2.27976 0.23394 2.95197 0.1364 -0.4480 0.4647
H -0.59023 -1.89358 1.71795 0.2013 -0.5204 -0.3412
H 0.11755 -0.91612 2.88728 0.0603 0.9811 0.1629
H 1.73562 -1.70158 1.46046 0.7703 -0.3765 -0.4567
H 1.76425 0.04119 1.17309 0.1793 0.0638 0.3656
H 0.37252 -1.78305 -0.49337 -0.4986 -0.3402 -1.1199
H 1.88445 -1.69561 -2.12967 0.1644 0.0077 -0.1879
H 2.93337 -1.79588 -0.71557 0.1922 -0.0575 0.2094
H 3.82060 -0.00119 -2.04239 0.1529 -0.0526 -0.0641
H 2.97144 0.78282 -0.70233 0.5308 -0.2805 0.6070
H 2.62597 2.91004 -1.98321 0.5667 0.2291 0.3669
H 2.20430 2.70176 -3.61520 0.1053 -0.5209 -0.3279
H 3.75693 1.94804 -3.01590 0.1617 0.5216 -0.2506
```
Forces are in eV/Å.

# 4
DFT (ωB97M-V/def2-TZVPD) results for 6 unconnected molecules or ions with the total composition C14H33FN9O11.

Computed properties:
- Charge: +1
- E_tot: -1972.9009 a.u.
- Strongest force on any atom: 0.86 eV/Å
- HOMO level: -12.667 eV
- Lowest unoccupied orbital energy: -3.15 eV

Geometry as XYZ:
```
68
Properties=species:S:1:pos:R:3:forces:R:3
C 1.27982 -0.72330 0.62451 -0.1327 -0.3094 0.1098
N 1.49437 -1.63928 -0.50161 0.4074 0.6260 -0.4319
C 2.84583 -2.19754 -0.62780 -0.1184 -0.0604 0.0325
C 0.88624 -1.35428 -1.67810 -0.2001 -0.3506 0.1132
O 1.34424 -1.62862 -2.78261 -0.0290 0.0517 0.0846
C -0.49291 -0.69365 -1.62190 0.0812 0.0081 -0.1362
N -0.39598 0.76076 -1.55310 -0.1183 0.0125 -0.0536
C -0.16549 1.50957 -2.61635 -0.3137 -0.0054 0.2761
N -0.11215 2.85353 -2.55500 0.7007 -0.0661 -0.0853
C 0.35480 3.35146 -3.87028 -0.1731 0.0135 0.0373
C 0.87663 2.07654 -4.54123 -0.0132 0.0094 0.2267
C 0.83831 1.99204 -6.04690 -0.0780 0.0654 0.0397
C 1.72167 3.05167 -6.67521 -0.0182 0.0954 -0.0350
F 1.87946 2.76447 -8.01484 -0.0043 -0.0059 -0.0433
N 0.02759 1.06502 -3.85880 0.2765 -0.0672 -0.1761
H 1.68316 0.27178 0.41849 0.0443 0.0038 0.0528
H 0.22885 -0.65722 0.88736 -0.0671 0.0212 -0.0320
H 1.77022 -1.12829 1.50251 0.0195 0.0053 0.0320
H 3.40239 -1.68991 -1.41486 0.0409 0.0034 -0.0012
H 3.36582 -2.08396 0.31659 -0.0016 -0.0100 0.0682
H 2.78276 -3.25612 -0.86604 0.0298 -0.0403 -0.0832
H -0.98170 -0.95981 -2.55600 -0.1318 -0.0556 0.0287
H -1.11661 -1.05166 -0.80859 0.0677 0.0475 0.1100
H -0.48848 1.22894 -0.66292 -0.1249 0.0236 -0.0009
H 0.29148 3.22938 -1.70527 -0.1039 0.2042 0.0888
H -0.48961 3.79368 -4.39930 0.0027 -0.0437 -0.0944
H 1.13536 4.09711 -3.75175 -0.0082 0.0514 0.0436
H 1.90411 1.92880 -4.18502 0.0428 -0.1036 -0.1453
H 1.21744 1.01734 -6.35849 -0.0399 -0.0440 -0.0188
H -0.18619 2.09422 -6.40533 -0.0432 -0.0326 -0.0366
H 2.71248 3.07541 -6.21533 0.0430 -0.0473 0.0033
H 1.27848 4.04731 -6.60218 -0.0091 0.0209 0.0276
H 0.20148 0.08050 -4.02036 0.1282 -0.0441 0.1009
C -2.02757 -0.34116 4.61864 0.0250 0.0224 0.0175
N -1.05946 -0.66416 3.53930 0.0169 -0.0394 -0.0419
O -0.11245 0.07679 3.36483 -0.0595 0.0216 0.0127
O -1.27380 -1.66530 2.87798 -0.0245 0.0428 -0.0219
H -1.71127 0.57298 5.10312 0.0118 -0.0114 0.0025
H -3.00081 -0.23574 4.14753 -0.0160 -0.0119 0.0262
H -2.04508 -1.17604 5.31285 -0.0099 -0.0032 -0.0240
C 0.05108 6.08408 0.39492 -0.0063 -0.0041 0.0937
N -0.07033 4.60104 0.38596 0.0110 -0.0732 0.2317
O -1.14846 4.10489 0.60809 -0.0083 -0.0061 -0.1223
O 0.94636 3.95546 0.15509 -0.1068 0.0491 -0.3216
H -0.92499 6.49725 0.61580 0.0041 0.0057 0.0006
H 0.78714 6.33711 1.15262 0.0060 0.0024 -0.0052
H 0.41483 6.38340 -0.58368 0.0082 -0.0042 0.0010
C 3.48034 -3.12980 -4.66707 0.0098 0.0480 0.0190
N 4.34649 -3.85665 -5.63718 -0.0222 -0.0305 -0.0121
O 5.34116 -3.29078 -6.03905 -0.0078 0.0021 0.0043
O 3.98782 -4.96937 -5.95748 0.0145 0.0221 0.0075
H 3.92663 -2.16127 -4.47913 -0.0152 0.0010 0.0163
H 2.49326 -3.04514 -5.11004 -0.0035 -0.0206 0.0032
H 3.42195 -3.73260 -3.76637 -0.0078 -0.0128 -0.0100
C -2.40515 -1.61503 9.12749 0.0021 -0.0044 -0.0247
N -3.16141 -0.48659 8.51906 -0.1523 -0.0012 -0.0107
O -2.97572 -0.24096 7.34115 0.1041 0.0850 0.0647
O -3.92592 0.11251 9.23844 0.0363 -0.0033 -0.0132
H -1.77630 -2.05458 8.36431 -0.0026 -0.0045 0.0029
H -1.83313 -1.20435 9.95415 -0.0080 -0.0058 0.0078
H -3.14150 -2.32175 9.49722 0.0041 -0.0017 0.0050
C -3.71987 -4.26958 4.47485 0.0149 0.0174 0.0081
N -4.24108 -3.57970 5.68851 -0.0398 0.0093 0.0200
O -3.43746 -3.03185 6.42214 0.0490 -0.0533 -0.0269
O -5.43611 -3.60763 5.86571 0.0265 -0.0043 -0.0007
H -2.64378 -4.15149 4.44961 -0.0008 0.0001 -0.0056
H -4.01910 -5.31073 4.54965 -0.0015 -0.0002 -0.0055
H -4.20021 -3.80914 3.61670 -0.0069 -0.0100 -0.0004
```
Forces are in eV/Å.